[1]
{"formula": "C5H4ClF", "method": "the ωB97M-V functional and the def2-TZVPD basis", "relative_energy_ev": 2.5524, "e_lumo_ha": -0.0011, "charge": 0, "orbital_gap_ev": 9.61, "homo_energy_ev": -9.639, "symbols": ["C", "C", "C", "C", "C", "F", "Cl", "H", "H", "H", "H"], "positions_angstrom": [[-2.2234, 1.8843, 1.2720], [-1.3453, 1.0703, 1.5300], [-0.3702, -0.0516, 1.8136], [0.6095, -0.6133, 1.0138], [1.0206, -0.1434, -0.4092], [0.5289, 1.1251, -0.7605], [0.5334, -1.4032, -1.7352], [-2.6497, 2.7794, 0.9418], [-0.4674, -0.2941, 2.9725], [1.0844, -1.5199, 1.4762], [2.0587, -0.1136, -0.3685]]}

***

[2]
{"formula": "C5H4ClFI2O5", "method": "the ωB97M-V functional and the def2-TZVPD basis", "e_lumo_ha": -0.0484, "charge": 0, "orbital_gap_ev": 8.87, "homo_energy_ev": -10.190, "symbols": ["O", "C", "I", "O", "C", "Cl", "I", "H", "O", "C", "O", "C", "C", "F", "O", "H", "H", "H"], "positions_angstrom": [[1.4889, 1.7567, 1.5626], [0.9356, 2.9838, 1.7696], [2.2227, 4.6740, 1.0857], [-0.3708, 3.1667, 2.4198], [-1.4896, 3.0846, 1.4688], [-1.6156, 1.4185, 0.5985], [-3.3306, 3.2634, 2.7187], [-1.5347, 3.9581, 0.6821], [-1.6247, -2.1267, -3.0266], [-0.7418, -2.2871, -2.2002], [-0.7652, -1.7560, -0.9397], [0.3610, -2.2795, -0.2649], [1.2731, -2.6379, -1.3880], [2.0326, -3.7099, -1.0692], [0.3913, -3.0103, -2.4226], [0.0572, -3.1488, 0.3280], [0.7985, -1.5340, 0.4045], [1.9122, -1.8156, -1.7270]]}

***

[3]
{"formula": "C5H4CuNO5", "method": "the ωB97M-V functional and the def2-TZVPD basis", "relative_energy_ev": 0.6966, "e_lumo_ha": [-0.1501, -0.1788], "s2": 0.759, "charge": 1, "spin_multiplicity": 2, "orbital_gap_ev": [8.21, 9.43], "homo_energy_ev": [-12.298, -14.293], "symbols": ["O", "C", "Cu", "O", "C", "C", "O", "C", "O", "C", "O", "H", "N", "H", "H", "H"], "positions_angstrom": [[1.5230, 1.4587, -4.5389], [1.0607, 1.1387, -3.5647], [-0.2625, -0.5396, 0.2528], [-1.5835, 1.6367, -1.8062], [-0.9337, 0.9230, -1.2095], [-2.1383, -0.5839, 1.8902], [-2.8298, -0.3403, 2.7567], [1.2292, -1.6266, 0.8786], [1.5854, -2.3069, 1.7769], [-0.9421, -2.1700, -0.9412], [-1.3328, -3.0320, -1.5422], [1.2325, -0.9391, -0.6413], [0.7048, 1.3534, 1.5209], [1.6005, 1.6248, 1.1014], [0.9336, 1.1706, 2.5224], [0.1531, 2.2326, 1.5442]]}

***

[4]
{"formula": "C5H4FNO", "method": "the ωB97M-V functional and the def2-TZVPD basis", "relative_energy_ev": 3.8616, "e_lumo_ha": 0.0114, "charge": 0, "orbital_gap_ev": 8.93, "homo_energy_ev": -8.624, "symbols": ["C", "C", "C", "F", "C", "N", "C", "O", "H", "H", "H", "H"], "positions_angstrom": [[2.0011, 2.0820, -0.1163], [1.3548, 0.9140, -0.1352], [1.1520, -0.5168, 0.1205], [2.3553, -1.1765, 0.4612], [0.0829, -1.2793, 0.0923], [-1.2257, -0.8984, -0.1675], [-2.0055, 0.2980, 0.0875], [-1.5507, 1.2518, 0.7013], [2.2216, 3.1206, -0.1300], [0.4110, -2.3439, 0.0073], [-1.8911, -1.6943, -0.3972], [-2.9058, 0.2428, -0.5239]]}

***

[5]
{"formula": "C5H4IN", "method": "the ωB97M-V functional and the def2-TZVPD basis", "relative_energy_ev": 1.7522, "e_lumo_ha": -0.0061, "charge": 0, "orbital_gap_ev": 8.83, "homo_energy_ev": -8.999, "symbols": ["H", "N", "C", "C", "C", "C", "C", "I", "H", "H", "H"], "positions_angstrom": [[1.0093, -0.8833, 2.1707], [1.2457, -0.8092, 1.1818], [0.3094, -0.4204, 0.4371], [-1.0896, -0.0490, 0.8578], [0.5690, -0.2836, -1.0001], [0.7710, -1.0679, -2.1855], [0.7046, 0.7171, -1.9077], [0.7923, 2.6585, -2.4300], [-1.3209, 0.9645, 0.5284], [-1.8194, -0.7179, 0.4060], [-1.1716, -0.1087, 1.9415]]}

***

[6]
{"formula": "C5H4IO3", "method": "the ωB97M-V functional and the def2-TZVPD basis", "relative_energy_ev": 0.0000, "e_lumo_ha": 0.1053, "charge": -1, "orbital_gap_ev": 7.29, "homo_energy_ev": -4.430, "symbols": ["C", "C", "I", "O", "C", "O", "C", "C", "O", "H", "H", "H", "H"], "positions_angstrom": [[-0.0886, 0.5679, 0.8201], [-0.7568, 0.4005, -0.4882], [-2.9730, 0.8494, -0.3274], [-0.1954, 1.2478, -1.4415], [0.2537, 0.4917, -2.5480], [0.8026, 1.1728, -3.4118], [-0.0317, -0.8764, -2.3600], [-0.5692, -1.0730, -1.0702], [-0.8196, -2.0699, -0.3377], [-0.4852, -0.3159, 1.4929], [-0.3036, 1.5464, 1.2832], [0.9382, 0.3432, 0.5778], [0.5817, -1.6357, -2.8051]]}